6 unconnected molecules or ions with the total composition CH13O5S. Source: the OMol25 dataset; level of theory: the ωB97M-V functional and the def2-TZVPD basis.

HOMO level: -3.16 eV
LUMO level: 3.26 eV
Total charge: -1
ΔE to the lowest compared entry with this formula, charge and spin: 116.86 kJ/mol
Orbital gap: 6.43 eV
E: -820.3259 Eh

```
20
Properties=species:S:1:pos:R:3:forces:R:3:mulliken_charge:R:1
C 1.9171 -0.5853 0.6458 0.8 1.5 -0.9 -0.475
S 2.5762 0.9687 -0.1844 -0.5 -0.1 0.0 -0.677
H 1.1108 -0.2178 1.2643 -0.2 -0.7 0.3 -0.049
H 1.6053 -1.2439 -0.1560 -0.3 -0.4 0.1 0.109
H 2.7423 -1.0252 1.1959 -0.3 -0.2 0.3 0.268
H 0.2330 -0.9412 -3.2007 0.1 0.0 0.1 0.324
H -0.1081 -0.6963 -1.7342 0.0 0.0 0.2 0.318
O -0.3066 -1.2762 -2.4783 -0.1 0.0 -0.3 -0.651
H -0.6878 -2.2172 2.4484 -0.2 0.1 0.3 0.311
H 0.0720 -2.2578 1.1844 0.4 0.1 -0.4 0.343
O -0.0348 -2.7536 1.9976 -0.2 -0.2 0.1 -0.642
H -1.3397 1.2659 1.4444 0.1 -0.1 -0.1 0.327
H 0.1436 1.5725 1.7411 -0.1 0.0 -0.1 0.252
O -0.7406 1.5559 2.1407 0.1 0.1 0.1 -0.665
H -1.7455 0.9699 -0.8142 0.2 0.1 0.2 0.382
H -2.4896 -0.1116 -1.5386 0.1 -0.3 0.3 0.286
O -2.1256 0.0861 -0.6642 -0.4 0.1 -0.2 -0.644
H 0.0164 1.8705 -1.6657 0.9 -0.4 -0.2 0.311
H -0.1769 2.7080 -0.4457 0.3 0.0 0.3 0.327
O -0.6615 2.3286 -1.1805 -0.9 0.5 0.0 -0.754
```
Forces are in eV/Å.